This record from the Open Molecules 2025 dataset describes 14 unconnected molecules or ions with the total composition C35H87N10O18. The level of theory is wB97M-V/def2-TZVPD.

Summary:
total charge: +2
HOMO-LUMO gap (spin up / spin down): 4.7 / 1.7 eV
HOMO energy (spin up / spin down): -12.18 / -12.18 eV
strongest force on any atom: 0.18526 hartree/bohr
calculated total energy: -3286.89048 a.u.
expectation value of S²: 0.7560
LUMO (spin up / spin down): -0.2754 / -0.3869 hartree
2S+1: 2

Bonds (Å) are listed after each position.
CARTESIAN COORDINATES (ANGSTROEM)
1 C 0.4667 -2.4855 -0.6867  C2 1.596, H12 1.090, H13 1.090, H14 1.090
2 C 1.2825 -1.2031 -0.1998  C1 1.596, C3 1.566, N7 1.515, C11 1.600
3 C 1.7246 -0.4727 -1.5128  C2 1.566, C4 1.455, H15 1.090, H16 1.090
4 C 0.5839 0.0550 -2.2459  C3 1.455, C5 1.509, H17 1.090, H18 1.090
5 C 0.1078 1.1918 -1.3747  C4 1.509, C6 1.551, H19 1.090, H20 1.090
6 C -0.6299 0.7166 -0.0964  C5 1.551, N7 1.599, C9 1.472, C10 1.542
7 N 0.3929 -0.2861 0.6141  C2 1.515, C6 1.599, O8 1.411
8 O -0.0050 -0.4955 1.9511  N7 1.411
9 C -1.8544 -0.0486 -0.3805  C6 1.472, H21 1.090, H22 1.090, H23 1.090
10 C -0.8744 1.9449 0.8023  C6 1.542, H24 1.090, H25 1.090, H26 1.090
11 C 2.6101 -1.5340 0.6296  C2 1.600, H27 1.090, H28 1.090, H29 1.090
12 H -0.6184 -2.3827 -0.6944  C1 1.090
13 H 0.6157 -3.2479 0.0779  C1 1.090
14 H 0.8176 -2.9586 -1.6038  C1 1.090
15 H 2.2181 -1.0953 -2.2591  C3 1.090
16 H 2.4427 0.3237 -1.3171  C3 1.090
17 H -0.2459 -0.5885 -2.5383  C4 1.090
18 H 0.9820 0.4405 -3.1845  C4 1.090
19 H -0.5286 1.8445 -1.9723  C5 1.090
20 H 0.9508 1.8584 -1.1928  C5 1.090
21 H -2.6882 0.5303 -0.7778  C9 1.090
22 H -2.2398 -0.5730 0.4938  C9 1.090
23 H -1.7052 -0.7445 -1.2061  C9 1.090
24 H 0.0374 2.4153 1.1705  C10 1.090
25 H -1.4849 1.7224 1.6775  C10 1.090
26 H -1.5075 2.6789 0.3038  C10 1.090
27 H 3.4143 -2.0829 0.1397  C11 1.090
28 H 2.3656 -2.0244 1.5719  C11 1.090
29 H 3.1607 -0.6737 1.0102  C11 1.090
30 C 1.2919 -5.9875 1.6670  C31 1.540, O33 1.422, H34 1.090, H35 1.090
31 C 1.9843 -5.4278 2.9239  C30 1.540, O32 1.378, H36 1.090, H37 1.090
32 O 1.6168 -4.1136 3.1136  C31 1.378, H38 0.960
33 O 1.8941 -5.5085 0.4715  C30 1.422, H39 0.960
34 H 0.2048 -5.9690 1.5896  C30 1.090
35 H 1.3997 -7.0709 1.6160  C30 1.090
36 H 3.0648 -5.4728 2.7874  C31 1.090
37 H 1.8784 -6.1734 3.7119  C31 1.090
38 H 2.0798 -3.7628 3.8778  O32 0.960
39 H 1.7194 -6.0849 -0.2761  O33 0.960
40 C -3.6936 -0.2003 -5.5897  C41 1.438, O43 1.415, H44 1.090, H45 1.090
41 C -2.3666 0.3082 -5.3695  C40 1.438, O42 1.481, H46 1.090, H47 1.090
42 O -2.3576 1.2375 -4.2163  C41 1.481, H48 0.960
43 O -4.4155 0.4315 -6.6300  C40 1.415, H49 0.960
44 H -4.3451 -0.1561 -4.7170  C40 1.090
45 H -3.4825 -1.2613 -5.7230  C40 1.090
46 H -2.0199 0.9920 -6.1443  C41 1.090
47 H -1.6439 -0.4659 -5.1112  C41 1.090
48 H -3.1377 1.7900 -4.3048  O42 0.960
49 H -4.5163 1.3626 -6.4189  O43 0.960
50 C 6.2269 -3.7646 4.3880  C51 1.520, O53 1.333, H54 1.090, H55 1.090
51 C 6.4949 -3.6692 2.8951  C50 1.520, O52 1.467, H56 1.090, H57 1.090
52 O 5.3311 -3.0356 2.2655  C51 1.467, H58 0.960
53 O 4.9666 -4.0825 4.6842  C50 1.333, H59 0.960
54 H 6.4795 -2.9046 5.0082  C50 1.090
55 H 6.9124 -4.5316 4.7485  C50 1.090
56 H 6.8024 -4.5866 2.3932  C51 1.090
57 H 7.4104 -3.1064 2.7129  C51 1.090
58 H 4.5989 -3.6521 2.3390  O52 0.960
59 H 4.5677 -3.2151 4.7841  O53 0.960
60 C -3.7729 4.5215 -1.3959  C61 1.499, O63 1.431, H64 1.090, H65 1.090
61 C -2.3410 4.5623 -1.8365  C60 1.499, O62 1.407, H66 1.090, H67 1.090
62 O -1.8947 5.8569 -2.1599  C61 1.407, H68 0.960
63 O -4.2604 3.2034 -1.1270  C60 1.431, H69 0.960
64 H -4.3355 5.0941 -2.1333  C60 1.090
65 H -3.6922 5.1131 -0.4840  C60 1.090
66 H -2.1594 3.9332 -2.7080  C61 1.090
67 H -1.5935 4.1700 -1.1471  C61 1.090
68 H -1.9522 5.8451 -3.1181  O62 0.960
69 H -4.5595 2.9349 -1.9988  O63 0.960
70 O 3.8526 6.3446 2.9272  C71 1.231
71 C 2.6473 6.1715 2.7475  O70 1.231, N72 1.287, C73 1.548
72 N 1.9328 7.1578 2.3311  C71 1.287, H74 1.010, H75 1.010
73 C 1.8699 4.8867 3.1238  C71 1.548, H76 1.090, H77 1.090, H78 1.090
74 H 2.4340 8.0171 2.1566  N72 1.010
75 H 0.9278 7.0589 2.3105  N72 1.010
76 H 0.9017 5.2042 3.5110  C73 1.090
77 H 2.5858 4.2796 3.6778  C73 1.090
78 H 1.5929 4.2668 2.2711  C73 1.090
79 O -3.2258 -2.8707 0.9670  C80 1.240
80 C -3.4008 -3.3711 2.0878  O79 1.240, N81 1.311, C82 1.475
81 N -4.3401 -2.9794 2.9145  C80 1.311, H83 1.010, H84 1.010
82 C -2.5474 -4.3972 2.7170  C80 1.475, H85 1.090, H86 1.090, H87 1.090
83 H -4.5958 -3.5457 3.7108  N81 1.010
84 H -4.9346 -2.2980 2.4647  N81 1.010
85 H -3.1904 -5.2548 2.9147  C82 1.090
86 H -2.0010 -4.0594 3.5976  C82 1.090
87 H -1.7967 -4.8171 2.0475  C82 1.090
88 O -7.5491 -1.3888 -0.5237  C89 1.227
89 C -6.9220 -0.3813 -0.8340  O88 1.227, N90 1.356, C91 1.558
90 N -7.4306 0.4484 -1.7777  C89 1.356, H92 1.010, H93 1.010
91 C -5.6313 -0.0145 -0.0428  C89 1.558, H94 1.090, H95 1.090, H96 1.090
92 H -8.4239 0.3271 -1.9146  N90 1.010
93 H -6.8133 1.0461 -2.3085  N90 1.010
94 H -5.1310 0.8480 -0.4833  C91 1.090
95 H -5.0251 -0.8339 0.3434  C91 1.090
96 H -6.0531 0.3211 0.9046  C91 1.090
97 O 0.5956 -3.5342 -4.1519  C98 1.276
98 C 1.6051 -4.0948 -4.6952  O97 1.276, N99 1.314, C100 1.497
99 N 1.4803 -5.0945 -5.5385  C98 1.314, H101 1.010, H102 1.010
100 C 3.0194 -3.8475 -4.2731  C98 1.497, H103 1.090, H104 1.090, H105 1.090
101 H 0.4864 -5.2481 -5.6315  N99 1.010
102 H 2.1963 -5.8000 -5.6364  N99 1.010
103 H 3.4815 -3.2963 -5.0921  C100 1.090
104 H 3.7055 -4.6760 -4.0970  C100 1.090
105 H 3.0445 -3.3463 -3.3054  C100 1.090
106 O 1.4931 4.0348 -2.6211  C107 1.224
107 C 1.4124 5.2353 -2.8483  O106 1.224, N108 1.326, C109 1.534
108 N 1.5111 5.6950 -4.0882  C107 1.326, H110 1.010, H111 1.010
109 C 1.4147 6.2685 -1.7143  C107 1.534, H112 1.090, H113 1.090, H114 1.090
110 H 1.4954 5.0225 -4.8415  N108 1.010
111 H 1.6579 6.6857 -4.2186  N108 1.010
112 H 2.0910 7.1117 -1.8546  C109 1.090
113 H 1.5630 5.6882 -0.8036  C109 1.090
114 H 0.4084 6.6801 -1.6359  C109 1.090
115 O 4.3602 -1.3259 5.2521  C116 1.239
116 C 3.6417 -0.4097 4.8296  O115 1.239, N117 1.346, C118 1.514
117 N 3.9167 0.2558 3.6924  C116 1.346, H119 1.010, H120 1.010
118 C 2.3822 0.0163 5.5540  C116 1.514, H121 1.090, H122 1.090, H123 1.090
119 H 3.4420 1.0988 3.4025  N117 1.010
120 H 4.7808 -0.0225 3.2497  N117 1.010
121 H 1.6318 0.6360 5.0631  C118 1.090
122 H 2.5806 0.5394 6.4895  C118 1.090
123 H 1.8350 -0.8948 5.7956  C118 1.090
124 O 2.8170 2.1596 1.0313  C125 1.199
125 C 3.7800 2.5388 0.4262  O124 1.199, N126 1.306, C127 1.545
126 N 4.7721 1.7177 0.2114  C125 1.306, H128 1.010, H129 1.010
127 C 4.1662 3.9637 -0.0308  C125 1.545, H130 1.090, H131 1.090, H132 1.090
128 H 5.6647 1.9351 -0.2083  N126 1.010
129 H 4.6115 0.7601 0.4895  N126 1.010
130 H 5.2242 4.1316 0.1708  C127 1.090
131 H 3.4458 4.6616 0.3958  C127 1.090
132 H 4.3577 4.0312 -1.1017  C127 1.090
133 O -1.6849 4.0639 3.5351  C134 1.235
134 C -2.8806 4.3583 3.4398  O133 1.235, N135 1.342, C136 1.449
135 N -3.2226 5.6065 3.7946  C134 1.342, H137 1.010, H138 1.010
136 C -3.8716 3.3691 3.0682  C134 1.449, H139 1.090, H140 1.090, H141 1.090
137 H -2.5168 6.3198 3.9092  N135 1.010
138 H -4.1382 5.9203 4.0832  N135 1.010
139 H -3.7592 2.5018 3.7188  C136 1.090
140 H -3.7857 2.8783 2.0988  C136 1.090
141 H -4.8802 3.7817 3.0921  C136 1.090
142 O -4.0203 -5.4961 -3.6432  C143 1.200
143 C -3.0747 -5.5610 -2.9078  O142 1.200, N144 1.334, C145 1.482
144 N -2.4363 -6.6772 -2.5521  C143 1.334, H146 1.010, H147 1.010
145 C -2.5165 -4.3199 -2.3204  C143 1.482, H148 1.090, H149 1.090, H150 1.090
146 H -1.7362 -6.7284 -1.8259  N144 1.010
147 H -2.5561 -7.5044 -3.1192  N144 1.010
148 H -2.8784 -4.0764 -1.3214  C145 1.090
149 H -2.5782 -3.4524 -2.9774  C145 1.090
150 H -1.4440 -4.4050 -2.1459  C145 1.090